12
Properties=species:S:1:pos:R:3:lowdin_charge:R:1 method="wB97M-V/def2-TZVPD" relative_energy_kcal_mol=33.84 gap_ev=7.8 e_lumo_ev=-1.061
C -0.3373 -1.9751 0.3623 -0.172
C 0.2766 -1.3918 -0.7102 -0.051
C 0.6367 -0.0306 -1.0485 -0.481
C 0.6016 1.1835 -0.1335 -0.535
H -1.0735 -0.4519 1.4966 -0.025
H -1.4036 -2.0450 2.0868 0.100
H -0.4137 -3.0387 0.3409 0.110
H 0.5840 -2.0947 -1.4571 0.097
H 1.4415 1.8591 -0.4146 0.073
N -0.8815 -1.4406 1.4740 0.085
O 1.0960 0.2433 -2.1537 0.047
S -0.5499 1.6996 0.8774 0.751



12
Properties=species:S:1:pos:R:3:lowdin_charge:R:1 method="wB97M-V/def2-TZVPD" relative_energy_kcal_mol=12.95 gap_ev=9.3 smiles=Cc1nc(S)co1 e_lumo_ev=0.946
C -1.1334 -0.4083 1.7435 0.007
C -0.3037 -0.1835 0.5335 -0.422
C 0.7369 0.5056 -1.1785 -0.689
C 0.7910 -0.8551 -1.2368 -0.099
H -0.4890 -0.9703 2.4555 0.097
H -1.9594 -1.0879 1.4722 0.092
H -1.5367 0.4857 2.2230 0.087
H 1.0448 2.8093 -1.6791 -0.128
H 1.2926 -1.5666 -1.8628 0.118
N 0.0927 0.8958 -0.0091 0.121
O 0.0426 -1.2978 -0.1674 0.038
S 1.4216 1.6731 -2.2938 0.779



12
Properties=species:S:1:pos:R:3:lowdin_charge:R:1 method="wB97M-V/def2-TZVPD" relative_energy_kcal_mol=74.01 gap_ev=8.7 e_lumo_ev=-0.596
C -1.0185 -0.8108 1.2257 -0.192
C -1.8872 -0.0193 0.5348 -0.200
C 0.4237 -0.1394 -0.1763 -0.426
C 1.8935 0.1335 -0.7484 -0.030
N 0.2594 -0.8781 0.8152 0.060
O -0.7124 2.1507 -0.6780 -0.538
S -1.0574 0.7212 -0.8994 0.963
H -1.4376 -1.5043 1.8352 0.078
H -2.9087 -0.0535 0.5319 0.035
H 1.6648 0.6245 -1.7756 0.100
H 2.3824 -0.8602 -0.7445 0.075
H 2.3981 0.6356 0.0795 0.073



12
Properties=species:S:1:pos:R:3:lowdin_charge:R:1 method="wB97M-V/def2-TZVPD" s2=2.01 relative_energy_kcal_mol=130.23 gap_ev="6.6 / 7.9" e_lumo_ev="0.888 / -1.393" multiplicity=3
C 0.9059 2.0854 0.0813 -0.088
C -0.2857 2.3115 -0.3009 -0.006
C 0.2044 0.8693 -0.2870 -0.404
C -1.1990 -1.3420 -0.2511 -0.238
N -0.6058 -2.4870 -0.1452 -0.095
O 0.8042 -1.2255 1.3075 -0.573
S -0.3530 -0.2861 1.1134 0.957
H 1.8332 2.5932 0.5629 0.145
H -1.1262 2.8414 -0.5712 0.079
H 0.3312 0.4380 -1.2110 0.059
H -0.6868 -3.2054 -0.8407 0.090
H 0.1777 -2.5929 0.5422 0.074



13
Properties=species:S:1:pos:R:3:lowdin_charge:R:1 method="wB97M-V/def2-TZVPD" relative_energy_kcal_mol=40.45 gap_ev=6.9 smiles="CNC(=O)C(=S)C=S" e_lumo_ev=-2.432
C 1.0539 -1.2659 0.4962 -0.087
C 0.4012 1.0389 -0.2513 -0.604
C -0.9288 0.5031 -0.8514 -0.763
C -2.0753 0.4495 0.0969 -0.578
H 2.0325 -1.7959 0.5531 0.095
H 0.4023 -1.2871 1.4376 0.076
H 0.5384 -1.7359 -0.3412 0.066
H 2.2568 0.4530 0.2898 0.112
H -3.0010 0.4936 -0.4857 0.059
N 1.3767 0.1034 0.0519 0.012
O 0.6489 2.2365 -0.2558 0.049
S -0.9579 0.1820 -2.4678 0.799
S -1.7478 0.6247 1.7277 0.766



11
Properties=species:S:1:pos:R:3:lowdin_charge:R:1 method="wB97M-V/def2-TZVPD" relative_energy_kcal_mol=111.32 gap_ev="8.4 / 7.5" e_lumo_ev="-0.279 / -0.960"
C 1.4354 -0.0209 0.2129 0.119
C -0.1929 -0.9923 -0.3418 0.072
C 0.9002 1.2338 0.0945 -0.275
C -0.9800 0.1812 -0.5958 -0.825
N -0.3419 1.4108 -0.2854 0.001
S -2.6632 0.1008 0.1694 0.742
H 2.3332 -0.5169 0.4807 0.041
H -0.3238 -2.0370 -0.4622 0.047
H 1.4571 2.1406 0.2947 0.104
H -1.2337 0.2438 -1.6659 0.120
H -2.2221 0.0310 1.4207 -0.145



11
Properties=species:S:1:pos:R:3:lowdin_charge:R:1 method="wB97M-V/def2-TZVPD" relative_energy_kcal_mol=52.89 gap_ev=9.3 smiles="C#CCNC=S" e_lumo_ev=0.815
C -1.1717 0.8534 0.0046 -0.741
C 0.7500 -0.5942 0.1551 -0.268
C 2.1112 -0.2494 0.0911 -0.163
C 3.2792 0.0045 -0.1274 0.136
H -1.5627 1.8064 0.2059 0.042
H 0.6919 1.5468 0.2501 0.148
H 0.4222 -1.3273 -0.6069 0.121
H 0.4747 -1.0779 1.1284 0.137
H 4.2872 0.0754 -0.4543 0.027
N 0.1514 0.7176 -0.0168 -0.080
S -2.1991 -0.3833 -0.0716 0.642



11
Properties=species:S:1:pos:R:3:lowdin_charge:R:1 method="wB97M-V/def2-TZVPD" relative_energy_kcal_mol=116.50 gap_ev=8.4 smiles="C#CCSN=C" e_lumo_ev=-0.251
C -3.3315 -0.0294 -0.3269 0.080
C 2.7592 -0.6897 0.1499 -0.144
C -0.8648 0.6862 0.3054 -0.241
C -2.1726 0.3095 -0.2078 -0.209
N 1.6527 -0.1689 -0.0756 -0.569
S 1.0963 1.1665 -0.6686 0.823
H -4.2981 -0.4769 -0.7605 0.071
H 2.7137 -1.7525 0.3483 0.063
H 3.6742 -0.4700 -0.2873 0.039
H -0.7722 1.6552 0.8150 0.045
H -0.4568 -0.2301 0.7081 0.042



11
Properties=species:S:1:pos:R:3:lowdin_charge:R:1 method="wB97M-V/def2-TZVPD" relative_energy_kcal_mol=29.79 gap_ev=9.7 smiles="C=CSCC#N" e_lumo_ev=0.617
C -2.2144 0.6994 -0.0778 -0.051
C -0.9281 0.3890 -0.1943 -0.500
C 1.2937 -1.0690 0.2532 -0.507
C 2.0044 0.1041 -0.1488 -0.319
H -2.3932 1.7699 -0.0292 0.066
H -2.9754 0.0338 -0.0091 0.017
H -0.2498 1.2029 -0.0785 0.053
H 2.0013 -1.8960 -0.0298 0.115
H 1.1411 -1.0304 1.3048 0.072
N 2.6352 1.0389 -0.4859 0.155
S -0.3148 -1.2425 -0.5046 0.899



11
Properties=species:S:1:pos:R:3:lowdin_charge:R:1 method="wB97M-V/def2-TZVPD" s2=2.01 relative_energy_kcal_mol=52.33 gap_ev="5.9 / 7.4" e_lumo_ev="0.809 / -1.889" multiplicity=3
C -0.2734 0.6147 -0.6384 -0.193
C 0.3751 -0.7235 -0.4767 -0.123
C -1.5260 0.7774 -0.1852 -0.584
C 1.5492 -0.6198 0.0664 -0.219
N 2.4579 -0.2326 0.7606 0.153
S -2.5615 -0.2207 0.7556 0.790
H 0.4114 1.2945 -1.0289 0.079
H -0.0209 -1.7085 -0.6881 0.102
H -2.0475 1.6277 -0.5675 0.039
H -1.7568 -0.7488 1.6780 -0.140
H 3.3925 -0.0603 0.3243 0.096



12
Properties=species:S:1:pos:R:3:lowdin_charge:R:1 method="wB97M-V/def2-TZVPD" relative_energy_kcal_mol=31.72 gap_ev=7.6 smiles="S=CN1CCC1=S" e_lumo_ev=-0.634
C -0.9011 0.2302 1.6850 -0.666
C -0.4799 0.5767 -0.8231 -0.115
C 0.7528 -0.2095 -1.3185 -0.117
C 0.8843 -0.7100 0.1209 -0.817
H -1.7259 0.8595 1.4899 0.051
H -1.4417 0.2697 -1.2276 0.120
H -0.4013 1.6628 -0.8439 0.121
H 0.5914 -1.0259 -2.0231 0.115
H 1.6150 0.4139 -1.6074 0.121
N -0.2231 0.0188 0.5077 -0.164
S -0.5983 -0.4059 3.1417 0.667
S 1.9279 -1.6802 0.8986 0.685



11
Properties=species:S:1:pos:R:3:lowdin_charge:R:1 method="wB97M-V/def2-TZVPD" relative_energy_kcal_mol=23.39 gap_ev=10.5 charge=+1 e_lumo_ev=-5.117
C -0.5842 1.0123 0.2976 -0.020
C -1.8745 -0.5247 -0.2850 -0.058
C 0.2404 0.0504 -0.0873 -0.073
C 1.6512 -0.2356 -0.0290 0.000
O -1.8484 0.7485 0.0895 0.194
O -0.7787 -1.0757 -0.4893 0.230
H -0.3443 1.9123 0.7149 0.149
H -2.8549 -1.0051 -0.2451 0.209
H 2.0627 -1.2649 0.3601 0.160
H 2.1301 0.4352 0.6461 0.094
H 2.2006 -0.0528 -0.9725 0.116



12
Properties=species:S:1:pos:R:3:lowdin_charge:R:1 method="wB97M-V/def2-TZVPD" relative_energy_kcal_mol=13.25 gap_ev=7.5 charge=-1 smiles="C[C@@H]1S[C@H]1C(=O)[O-]" e_lumo_ev=3.467
C 2.1177 0.5639 -0.0879 -0.772
C 0.7613 -0.1059 0.3437 -0.438
C -0.4908 -0.1957 -0.5011 -0.635
C -1.8267 -0.1189 0.1015 -0.168
O 1.9853 1.7560 -0.4511 -0.087
O 3.1624 -0.0960 -0.0114 -0.074
S 0.3096 -1.7870 -0.2229 0.777
H 0.7651 -0.0116 1.3821 0.078
H -0.3872 0.2307 -1.5415 0.129
H -2.5375 -0.5782 -0.4562 0.025
H -1.9977 0.9911 0.4245 0.118
H -1.8614 -0.6486 1.0203 0.046



13
Properties=species:S:1:pos:R:3:lowdin_charge:R:1 method="wB97M-V/def2-TZVPD" relative_energy_kcal_mol=14.35 gap_ev=6.1 charge=-1 e_lumo_ev=2.927
C -0.4770 -0.3800 -0.0313 -0.616
C 0.3208 0.9681 0.1332 -0.153
C -2.0773 -0.5711 -0.2104 -0.546
C 1.6868 1.1990 0.0555 -0.725
O 0.0405 -1.1076 -1.1092 -0.066
O -0.2855 -1.1010 1.1944 -0.048
S -3.1733 0.6078 -0.3047 0.639
S 2.8383 0.0469 -0.4820 0.347
H -0.2928 1.7825 0.5024 0.059
H -2.3093 -1.6168 -0.3115 0.048
H 2.0600 2.1766 0.3287 0.018
H 0.6631 -1.0931 1.3850 0.079
H 1.0057 -0.9112 -1.1501 -0.034



12
Properties=species:S:1:pos:R:3:lowdin_charge:R:1 method="wB97M-V/def2-TZVPD" s2=2.01 gap_ev="8.3 / 4.8" charge=+4 e_lumo_ev="-18.190 / -20.823" multiplicity=3
H 0.4829 -2.4408 0.8212 0.288
C 1.7371 -2.1431 0.8126 0.196
C 1.0601 -0.9794 0.9259 -0.074
O 1.0524 0.0494 1.5344 0.041
Tm 0.0728 1.7032 2.9345 1.926
H 2.1723 -2.4008 -0.1553 0.172
O 4.8725 -1.4702 1.8952 0.437
C 3.8941 -2.1955 2.0279 0.066
C 3.1411 -3.0423 2.7058 0.315
H 4.6882 -0.5389 1.6384 0.250
H 2.6651 -2.6926 3.6290 0.187
H 3.1808 -4.1069 2.4534 0.196